1.
Here is a molecular structure, C19H37N2O2PSiV from the Open Molecules 2025 dataset. Energies are from ωB97M-V with the def2-TZVPD basis set.

The geometry in XYZ format:
```
63
Properties=species:S:1:pos:R:3
V -0.668 -2.110 -0.025
Si 0.915 -1.860 -2.181
P 1.646 1.853 -3.079
N -2.137 -1.279 -0.387
H 2.367 1.424 -1.843
C 1.972 3.545 -3.537
H 2.315 3.548 -4.585
H 2.739 4.014 -2.898
H 1.039 4.125 -3.458
C 2.327 0.774 -4.338
H 2.247 1.340 -5.277
H 1.789 -0.181 -4.414
H 3.382 0.588 -4.087
C -0.116 1.605 -2.865
H -0.563 2.497 -3.334
H -0.432 1.535 -1.813
H -0.428 0.695 -3.395
C 2.367 -3.009 -2.191
H 2.779 -3.069 -1.182
H 3.155 -2.797 -2.919
H 1.944 -3.989 -2.432
H -0.221 -2.796 -1.695
H 0.481 -1.509 -3.549
C -3.260 -0.744 -0.810
C -5.058 0.934 -0.664
C -3.822 0.467 -0.239
C -4.004 -1.369 -1.870
C -5.235 -0.876 -2.266
C -5.787 0.262 -1.657
H -5.467 1.844 -0.225
H -3.244 0.995 0.528
H -3.559 -2.248 -2.343
H -5.762 -1.390 -3.069
H -6.768 0.628 -1.972
C 2.106 0.502 -0.899
O 1.097 -0.563 -1.060
C 1.684 1.231 0.356
H 2.392 2.036 0.557
H 1.673 0.552 1.220
H 0.687 1.688 0.319
C 3.475 -0.180 -0.763
H 4.281 0.590 -0.695
H 3.713 -0.827 -1.665
H 3.509 -0.825 0.164
O 0.293 -1.860 1.770
C -0.003 -1.468 2.933
C 1.023 -1.522 4.055
C 1.418 -0.115 4.461
C 0.472 0.491 5.493
C -0.925 0.762 4.956
C -1.672 -0.480 4.496
N -1.224 -0.961 3.180
H 0.622 -2.081 4.908
H 1.879 -2.097 3.683
H 2.433 -0.142 4.873
H 1.448 0.517 3.562
H 0.410 -0.163 6.372
H 0.899 1.439 5.831
H -1.518 1.235 5.747
H -0.883 1.492 4.140
H -1.553 -1.292 5.228
H -2.740 -0.262 4.400
H -1.927 -1.146 2.451
```

Results
LUMO (spin up / spin down) (eV): 0.46 / 0.40
F_max (eV/A): 3.4
E_tot (Eh): -2580.80889
2S+1: 2
HOMO-LUMO gap (spin up / spin down) (eV): 5.75 / 5.82
HOMO level (spin up / spin down) (eV): -5.292 / -5.420
Charge: 0

2.
Here is 2 unconnected molecules or ions with the total composition C2H5NO2 from the Open Molecules 2025 dataset. Energies are from ωB97M-V with the def2-TZVPD basis set.

The geometry in XYZ format:
```
10
Properties=species:S:1:pos:R:3
O 1.920 1.406 0.158
C 2.674 0.891 0.942
H 2.788 1.255 2.093
H 3.307 0.051 0.644
C -1.922 -0.514 -0.582
N -1.641 -1.806 -0.573
O -1.028 0.292 -0.078
H -2.774 -0.122 -1.210
H -2.493 -2.347 -0.511
H -0.993 -2.048 0.191
```

Results
LUMO (eV): 0.90
F_max (eV/A): 7.5
E_tot (Eh): -284.38694
Relative energy (zero: lowest compared OMol25 entry of this formula, charge and spin) (kJ/mol): 211.2
HOMO-LUMO gap (eV): 10.66
HOMO level (eV): -9.758
SMILES string: NC=O.C=O
Charge: 0

3.
Here is C2H3FS2 in the gas phase from the Open Molecules 2025 dataset. Energies are from ωB97M-V with the def2-TZVPD basis set.

The geometry in XYZ format:
```
8
Properties=species:S:1:pos:R:3
C -0.326 0.117 0.324
C 0.833 0.250 -0.303
F 4.174 -1.112 0.580
S 2.313 1.157 0.376
S 3.870 0.035 -0.509
H -1.102 -0.404 -0.451
H -0.631 0.319 1.353
H 1.168 -0.187 -1.324
```

Results
LUMO (eV): 0.35
F_max (eV/A): 3.9
E_tot (Eh): -974.17927
Relative energy (zero: lowest compared OMol25 entry of this formula, charge and spin) (kJ/mol): 104.9
HOMO-LUMO gap (eV): 9.86
HOMO level (eV): -9.509
SMILES string: C=CSSF
Charge: 0

4.
Here is 2 unconnected molecules or ions with the total composition CH6NPS from the Open Molecules 2025 dataset. Energies are from ωB97M-V with the def2-TZVPD basis set.

The geometry in XYZ format:
```
10
Properties=species:S:1:pos:R:3
C 1.921 1.195 -0.321
N -1.985 -1.182 0.099
P 1.944 -0.370 0.301
S -1.222 0.251 -0.210
H 1.460 2.075 0.177
H 2.666 1.337 -1.125
H -2.090 -1.275 1.091
H -1.424 -2.019 -0.216
H 0.866 -0.531 1.353
H -2.136 0.518 -1.149
```

Results
LUMO (eV): -0.10
F_max (eV/A): 3.3
E_tot (Eh): -835.88859
Relative energy (zero: lowest compared OMol25 entry of this formula, charge and spin) (kJ/mol): 298.3
HOMO-LUMO gap (eV): 8.59
HOMO level (eV): -8.692
SMILES string: C=P.NS
Charge: 0

5.
Here is C17H25N3S in the gas phase from the Open Molecules 2025 dataset. Energies are from ωB97M-V with the def2-TZVPD basis set.

The geometry in XYZ format:
```
46
Properties=species:S:1:pos:R:3
C -5.987 -0.563 0.742
C -4.474 -0.386 0.753
H -4.002 -1.207 0.213
H -4.105 -0.417 1.780
C -4.070 0.948 0.117
N -2.637 1.160 0.132
C -2.055 1.502 1.293
N -0.829 1.617 1.609
C 0.297 1.207 0.994
C 0.788 -0.086 0.904
C 0.043 -1.189 1.323
N -0.588 -2.093 1.653
C 2.104 -0.157 0.347
C 2.605 1.062 0.033
S 1.484 2.351 0.421
C 3.944 1.373 -0.542
H 4.033 0.923 -1.536
C 5.085 0.859 0.343
C 5.281 -0.655 0.275
C 4.167 -1.479 0.919
H 4.501 -2.518 0.973
H 3.999 -1.132 1.941
C 2.843 -1.443 0.151
H 3.044 -1.593 -0.915
H 2.206 -2.263 0.490
H 5.389 -0.955 -0.771
H 6.219 -0.898 0.782
H 6.011 1.339 0.018
H 4.901 1.159 1.377
H 4.033 2.455 -0.656
H -2.757 1.767 2.078
C -1.900 0.947 -1.094
H -2.391 1.518 -1.891
C -1.786 -0.523 -1.508
C -0.741 -0.694 -2.604
H -0.681 -1.736 -2.908
H 0.239 -0.386 -2.245
H -0.994 -0.094 -3.475
H -1.504 -1.120 -0.640
H -2.752 -0.882 -1.866
H -0.899 1.361 -0.963
H -4.559 1.766 0.658
H -4.409 0.980 -0.921
H -6.367 -0.553 -0.278
H -6.472 0.238 1.296
H -6.259 -1.510 1.200
```

Results
LUMO (eV): 0.72
F_max (eV/A): 1.2
E_tot (Eh): -1225.23483
Relative energy (zero: lowest compared OMol25 entry of this formula, charge and spin) (kJ/mol): 74.3
HOMO-LUMO gap (eV): 8.37
HOMO level (eV): -7.653
SMILES string: CCCN(/C=N\c1sc2c(c1C#N)CCCCC2)CCC
Charge: 0

6.
Here is C4H5NO2S in the gas phase from the Open Molecules 2025 dataset. Energies are from ωB97M-V with the def2-TZVPD basis set.

The geometry in XYZ format:
```
13
Properties=species:S:1:pos:R:3
C 0.668 -1.126 0.300
C 0.086 -0.157 1.029
C -0.545 0.949 0.673
C -1.319 2.263 -1.239
H 1.130 -1.600 -1.424
H 0.150 -0.310 2.081
H -0.940 1.765 1.244
H -0.425 0.425 -1.287
H -1.421 1.816 -2.396
N -0.913 1.068 -0.679
O 0.464 -0.891 -1.040
O -1.712 3.169 -0.568
S 1.533 -2.461 0.927
```

Results
LUMO (eV): -1.01
F_max (eV/A): 5.7
E_tot (Eh): -758.78119
Relative energy (zero: lowest compared OMol25 entry of this formula, charge and spin) (kJ/mol): 259.7
HOMO-LUMO gap (eV): 7.94
HOMO level (eV): -8.956
SMILES string: O=CN/C=C\C(O)=S
Charge: 0

7.
Here is a molecular structure, C42H60BeN5O6 from the Open Molecules 2025 dataset. Energies are from ωB97M-V with the def2-TZVPD basis set.

The geometry in XYZ format:
```
114
Properties=species:S:1:pos:R:3
Be 2.316 0.093 2.975
C 0.924 -1.296 -1.131
C 0.315 -0.364 -0.030
O 0.844 -0.601 1.230
H 0.352 -1.398 -2.057
H 0.909 -2.337 -0.796
H 1.951 -1.003 -1.352
H -0.733 -0.686 -0.002
H 0.414 0.671 -0.370
N 1.352 2.270 3.292
C 0.480 2.792 2.420
C 0.003 4.088 2.388
C 0.459 4.947 3.370
C 1.319 4.437 4.329
C 1.764 3.118 4.270
H 0.201 2.153 1.591
H -0.644 4.406 1.584
H 0.156 5.982 3.448
H 1.666 4.915 5.234
H 2.318 2.700 5.100
N 0.212 -0.035 4.722
C -0.829 -0.808 4.335
C -1.503 -1.657 5.197
C -1.112 -1.736 6.539
C -0.125 -0.865 6.990
C 0.498 -0.081 6.038
H -1.072 -0.757 3.282
H -2.260 -2.358 4.870
H -1.713 -2.333 7.211
H 0.183 -0.791 8.023
H 1.226 0.635 6.404
N -0.781 4.378 -1.003
C -1.224 5.520 -1.544
C -1.613 5.705 -2.870
C -1.633 4.573 -3.701
C -1.257 3.363 -3.156
C -0.901 3.311 -1.796
H -1.300 6.366 -0.872
H -1.959 6.687 -3.155
H -1.806 4.785 -4.747
H -1.180 2.520 -3.828
H -0.647 2.311 -1.466
N 2.452 0.492 -4.675
C 3.166 0.494 -5.821
C 2.613 0.268 -7.077
C 1.228 0.261 -7.123
C 0.449 0.512 -6.003
C 1.113 0.582 -4.775
H 4.235 0.608 -5.702
H 3.276 0.123 -7.917
H 0.803 -0.076 -8.061
H -0.631 0.459 -5.990
H 0.431 0.562 -3.933
N 1.960 -2.422 3.545
C 2.204 -2.847 4.800
C 1.982 -4.131 5.282
C 1.592 -5.099 4.330
C 1.348 -4.686 3.029
C 1.409 -3.324 2.727
H 2.593 -2.094 5.474
H 2.188 -4.473 6.285
H 1.430 -6.129 4.614
H 0.942 -5.395 2.322
H 1.267 -2.860 1.757
C -4.621 -2.182 0.489
C -3.839 -2.821 1.656
O -4.521 -3.197 2.578
C -2.331 -2.980 1.581
H -5.544 -1.754 0.876
H -4.892 -2.941 -0.245
H -4.073 -1.357 0.029
H -1.930 -2.053 1.173
H -2.021 -3.810 0.939
H -1.958 -3.395 2.518
C -3.731 -0.253 -2.860
C -3.051 -1.411 -3.512
O -2.713 -1.278 -4.675
C -2.668 -2.623 -2.712
H -4.774 -0.539 -2.704
H -3.672 0.636 -3.483
H -3.285 -0.078 -1.880
H -1.865 -3.131 -3.244
H -3.594 -3.195 -2.640
H -2.258 -2.353 -1.738
C -4.118 3.448 1.336
C -3.510 2.142 0.941
O -3.697 1.633 -0.157
C -2.688 1.349 1.951
H -5.007 3.606 0.728
H -3.426 4.264 1.113
H -4.301 3.473 2.409
H -1.891 0.795 1.458
H -3.341 0.599 2.406
H -2.376 1.986 2.779
C 2.845 2.194 -1.203
C 3.685 1.928 0.018
O 3.189 1.578 1.077
C 5.203 1.908 -0.153
H 2.127 3.008 -1.101
H 2.354 1.293 -1.571
H 3.544 2.472 -1.993
H 5.673 2.880 -0.317
H 5.388 1.438 -1.121
H 5.676 1.444 0.709
C 2.099 -3.505 -4.970
C 3.382 -3.584 -4.235
O 4.466 -3.184 -4.613
C 3.326 -4.123 -2.810
H 2.398 -3.468 -6.020
H 1.618 -2.537 -4.811
H 1.376 -4.305 -4.830
H 4.185 -4.610 -2.357
H 2.357 -4.610 -2.686
H 3.186 -3.240 -2.174
```

Results
LUMO (eV): -5.02
F_max (eV/A): 5.1
E_tot (Eh): -2375.96540
Relative energy (zero: lowest compared OMol25 entry of this formula, charge and spin) (kJ/mol): 0.0
HOMO-LUMO gap (eV): 5.65
HOMO level (eV): -10.663
Charge: +1

8.
Here is C4H7NO in the gas phase from the Open Molecules 2025 dataset. Energies are from ωB97M-V with the def2-TZVPD basis set.

The geometry in XYZ format:
```
13
Properties=species:S:1:pos:R:3
C 1.785 0.064 -0.288
C 0.409 0.140 0.315
C -0.630 1.063 -0.157
N -0.700 -0.363 -0.536
C -1.663 -1.123 0.184
O -2.151 -0.835 1.248
H 2.195 -0.944 -0.166
H 2.463 0.786 0.183
H 1.733 0.273 -1.360
H 0.313 -0.155 1.360
H -1.363 1.411 0.566
H -0.448 1.729 -1.001
H -1.943 -2.047 -0.348
```

Results
LUMO (eV): 1.10
F_max (eV/A): 0.5
E_tot (Eh): -286.56371
Relative energy (zero: lowest compared OMol25 entry of this formula, charge and spin) (kJ/mol): 178.4
HOMO-LUMO gap (eV): 11.12
HOMO level (eV): -10.022
SMILES string: C[C@H]1CN1C=O
Charge: 0